C5H7O6P | ωB97M-V/def2-TZVPD

Energy above the lowest of the compared OMol25 structures with the same formula, charge and spin   240.4 kJ/mol

Last column: Löwdin charge in e.
Cartesian coordinates (Å):
C  -0.3420  -0.4177  0.4442  -0.29
C  0.6281  -0.2451  -0.7204  -0.28
C  -1.1878  0.8555  0.2825  -0.29
C  -0.1660  1.8110  -0.2389  -0.37
C  2.0126  -0.8679  -0.6872  -0.13
O  -3.8464  -0.7463  0.0838  -0.43
O  0.8100  1.1424  -0.9818  0.04
O  -0.0216  3.0137  0.0570  0.08
O  -1.1061  -1.6708  0.4531  -0.17
O  -2.0141  1.3028  1.3273  -0.01
O  2.7905  -0.3307  0.4235  -0.03
P  -2.7628  -0.8854  -0.8240  1.05
H  0.0579  -0.4496  1.3634  0.12
H  0.1493  -0.7682  -1.6209  0.17
H  2.4919  -0.3897  -1.5785  0.15
H  1.9483  -1.8990  -0.4082  0.13
H  -0.6805  -2.2385  1.0896  0.12
H  -1.8103  2.2686  1.2646  0.11
H  3.0489  0.5151  0.2709  0.02

---

C3H6IN2 | ωB97M-V/def2-TZVPD

Energy above the lowest of the compared OMol25 structures with the same formula, charge and spin   9.9 kJ/mol
⟨S²⟩   2.013
Spin multiplicity   3
Total charge   +1

Last column: Mulliken spin population.
Cartesian coordinates (Å):
C  -0.6396  0.2807  0.1352  0.15
C  0.5398  -0.4335  -0.2891  0.65
C  -1.1638  0.6949  -0.9914  0.30
N  -0.9904  0.1036  1.4070  0.24
N  1.7750  -0.1002  -0.0273  0.24
I  -0.0450  0.5250  -2.6176  0.47
H  0.4305  -1.4338  -0.5208  0.00
H  -2.1056  0.9230  -1.1713  0.00
H  -1.8763  0.0547  1.8560  0.00
H  2.5766  -0.7110  -0.0170  0.00
H  -0.4811  -0.6746  1.7538  -0.01
H  1.9799  0.7713  0.4823  0.00

---

C9H21F3O7P | ωB97M-V/def2-TZVPD

Electronic energy   -41442.15455 eV
Total charge   -1

Last column: Löwdin charge in e.
Cartesian coordinates (Å):
O  5.8728  1.1317  1.1197  -0.15
C  5.0928  0.2985  0.1451  -0.26
C  3.5570  0.2474  0.7460  -0.39
P  2.4037  -1.0051  -0.1187  0.13
C  5.8448  -1.1919  0.1500  -0.21
F  7.2957  -0.8945  0.4413  -0.05
F  5.3574  -2.0690  1.2414  -0.01
F  5.8404  -1.8454  -1.1921  -0.02
H  5.7573  0.6098  1.9909  0.11
H  5.1865  0.8379  -0.8944  0.17
H  3.5632  0.0749  1.9272  0.09
H  3.0962  1.3275  0.5300  0.09
H  1.3596  -0.7138  0.8710  -0.10
H  1.8735  0.0533  -0.9883  -0.09
H  3.3388  -1.3029  -1.1733  -0.09
H  2.8281  -2.1158  0.7062  -0.09
H  1.4752  -1.9370  -0.7678  -0.12
C  -2.9989  1.7604  -0.6030  -0.06
O  -2.8281  2.6290  -1.7212  -0.02
C  -1.5336  2.8542  -2.0606  -0.56
O  -0.5539  2.3869  -1.5014  0.12
O  -1.5182  3.6895  -3.1299  -0.02
C  -0.2120  4.0166  -3.6002  -0.06
H  -4.0715  1.6512  -0.4207  0.09
H  -2.5833  0.7703  -0.8163  0.10
H  -2.5394  2.1898  0.2932  0.10
H  0.3150  3.1167  -3.9333  0.10
H  0.3589  4.5361  -2.8239  0.10
H  -0.3195  4.6887  -4.4559  0.09
C  -3.3639  -0.6503  3.2175  -0.05
O  -4.0198  -1.8931  2.9734  -0.01
C  -4.2696  -2.1446  1.6634  -0.55
O  -3.9851  -1.4154  0.7262  0.11
O  -4.8907  -3.3479  1.5771  -0.01
C  -5.2169  -3.7457  0.2468  -0.06
H  -3.2144  -0.5534  4.2964  0.09
H  -2.3835  -0.6291  2.7307  0.11
H  -3.9838  0.1863  2.8794  0.09
H  -4.3107  -3.8482  -0.3587  0.10
H  -5.9109  -3.0328  -0.2101  0.10
H  -5.7092  -4.7208  0.2968  0.09

---

C2H7O2PS2 | ωB97M-V/def2-TZVPD

Energy above the lowest of the compared OMol25 structures with the same formula, charge and spin   283.2 kJ/mol
Structure (SMILES)   COP(O)S.C=S

Last column: Löwdin charge in e.
Cartesian coordinates (Å):
C  0.9944  0.2018  2.3012  -0.10
C  -3.5543  -0.6188  -1.9478  -0.64
O  3.2190  0.6472  -0.6671  -0.36
O  2.0920  0.1451  1.3109  -0.50
P  2.0362  -0.3400  -0.1998  0.49
S  0.1866  0.6042  -0.7956  0.32
S  -3.2743  -1.4187  -0.6120  0.59
H  1.4077  0.5756  3.2859  0.11
H  0.8498  -0.8449  2.4487  0.06
H  0.1101  0.5161  1.8509  0.01
H  -3.0532  -0.9665  -2.8654  0.00
H  -4.2030  0.3399  -2.0106  0.04
H  -0.1604  -0.4309  -1.7606  -0.13
H  3.3495  1.5897  -0.3387  0.10